An isolated molecule of C3H4N2OS2, computed with wB97M-V/def2-TZVPD.

Geometry as XYZ:
```
12
Properties=species:S:1:pos:R:3:forces:R:3:lowdin_charge:R:1
S -2.531 1.686 0.455 0.136 -0.106 -0.040 0.682
S -2.540 -1.682 0.453 0.221 0.119 -0.057 0.677
O 1.669 -0.005 1.523 0.012 -0.032 -0.226 0.067
N -0.500 -0.005 -0.208 -0.180 0.327 0.186 -0.218
N 0.831 0.001 -0.603 0.121 -0.070 0.565 0.024
C 1.848 -0.005 0.335 -0.214 0.094 -0.228 -0.321
C -1.043 -1.259 0.029 -0.129 -0.020 0.007 -0.668
C -1.039 1.262 0.026 -0.010 -0.081 -0.016 -0.665
H 0.994 -0.010 -1.590 0.229 -0.005 -0.293 0.146
H 2.840 0.007 -0.153 -0.119 -0.037 0.069 0.137
H -0.266 -2.002 -0.132 -0.010 -0.078 0.017 0.069
H -0.264 2.012 -0.135 -0.058 -0.112 0.014 0.070
```
Forces are in eV/Å.

Properties
- HOMO level (eV) = -8.22
- charge = 0
- relative energy (zero: lowest compared OMol25 entry of this formula, charge and spin) (kcal per mole) = 44.7
- SMILES string = O=CNN(C=S)C=S
- frontier orbital gap (eV) = 7.5


An isolated molecule of C7H12N2O5 in a non-equilibrium geometry, computed with wB97M-V/def2-TZVPD.

Geometry as XYZ:
```
26
Properties=species:S:1:pos:R:3:forces:R:3:lowdin_charge:R:1
O 1.184 -2.025 -0.642 1.188 0.789 0.672 0.065
O -0.463 -2.135 2.263 -0.273 0.365 -0.990 0.114
O 2.450 -0.216 -0.289 2.129 1.209 0.972 0.142
O -1.911 -0.715 -2.018 -1.003 -0.325 -1.037 0.073
O 0.813 -0.565 3.122 -0.872 2.330 -2.000 0.107
N 0.493 1.779 -1.160 -0.929 -0.231 -0.625 0.079
N -1.227 -0.459 0.054 -0.193 0.190 0.197 0.133
C -0.623 0.095 1.265 0.521 0.469 -1.520 -0.302
C -0.122 -0.978 2.197 0.028 -1.456 2.322 -0.452
C 0.020 0.625 -1.960 -0.552 -0.571 1.460 -0.242
C -1.524 1.149 1.827 -0.894 -0.412 4.648 -0.038
C -1.113 -0.195 -1.284 1.293 0.216 0.691 -0.457
C 1.173 -0.375 -2.260 -0.741 -1.060 -3.611 -0.069
C 1.818 -0.841 -1.059 -2.997 -2.356 2.056 -0.530
H -1.033 1.576 2.765 -0.470 -0.501 -1.010 0.107
H -2.166 -0.832 0.137 0.205 -0.328 0.642 0.155
H 1.457 1.811 -1.370 1.382 0.489 0.265 0.051
H -0.516 0.853 -2.868 0.409 0.412 -0.613 0.137
H 1.073 -1.307 3.633 0.173 -1.381 0.744 0.098
H -1.678 1.999 1.226 -0.147 0.630 -1.266 0.057
H 0.779 -1.310 -2.828 0.312 1.768 0.968 0.172
H -2.535 0.771 2.250 1.519 0.343 -1.080 0.121
H 1.915 0.054 -2.937 -0.077 0.381 0.080 0.131
H 0.307 0.606 1.032 0.083 0.172 -0.623 0.130
H 1.319 -2.053 0.345 -0.013 -0.321 -1.296 0.120
H 0.110 2.690 -1.442 -0.081 -0.824 -0.046 0.097
```
Forces are in eV/Å.

Properties
- HOMO level (eV) = -9.75
- charge = 0
- relative energy (zero: lowest compared OMol25 entry of this formula, charge and spin) (kcal per mole) = 31.6
- SMILES string = C[C@H](NC(=O)[C@@H](N)CC(=O)O)C(=O)O
- frontier orbital gap (eV) = 10.4


A structure of composition C5H6BiCl2CrO3S in a non-equilibrium geometry, computed with wB97M-V/def2-TZVPD.

Geometry as XYZ:
```
19
Properties=species:S:1:pos:R:3:forces:R:3:lowdin_spin:R:1
Bi -0.664 0.047 -3.803 -1.260 -0.266 -0.333 0.698
Cr -0.645 0.846 0.122 -2.302 -0.925 0.353 2.608
Cl 0.026 -1.233 -0.662 -0.758 1.850 0.325 0.067
Cl -1.847 2.626 0.316 0.943 -1.276 -0.577 -0.222
S -0.457 0.609 2.377 0.068 -1.155 0.783 -0.296
O 2.307 1.573 -0.314 -6.926 -0.609 -0.066 0.052
O 1.209 2.410 -5.311 -2.414 -2.819 4.661 0.040
O 1.116 -2.822 -3.975 -0.645 5.677 -0.015 0.024
C 0.707 1.796 -4.466 3.188 3.434 -5.496 0.066
C -1.893 -0.570 2.256 0.927 0.181 0.390 -0.020
C 1.144 1.431 -0.283 8.882 1.475 -0.023 -0.001
C 0.950 -0.538 2.658 -0.151 0.047 0.158 -0.028
C 0.906 -1.684 -3.962 1.141 -6.267 -0.170 0.053
H -2.571 -0.236 1.482 -0.573 0.204 -0.166 -0.004
H 1.761 -0.310 1.959 -0.008 0.029 0.290 -0.008
H 0.609 -1.575 2.572 0.040 0.232 -0.056 0.000
H 1.247 -0.308 3.691 0.165 0.013 -0.090 -0.014
H -2.360 -0.475 3.237 -0.411 0.126 0.125 -0.014
H -1.543 -1.588 2.106 0.096 0.052 -0.094 0.000
```
Forces are in eV/Å.

Properties
- HOMO level (alpha / beta) (eV) = -24.63 / -26.09
- charge = +4
- <S²> = 4.214
- multiplicity = 4
- frontier orbital gap (alpha / beta) (eV) = 5.5 / 7.8


A structure of composition C5H8O, computed with wB97M-V/def2-TZVPD.

Geometry as XYZ:
```
14
Properties=species:S:1:pos:R:3:forces:R:3:lowdin_charge:R:1
O 1.072 0.601 2.100 0.307 0.043 -0.038 -0.067
C -0.552 -0.595 0.872 -0.091 -0.137 -0.033 -0.156
C -0.552 -0.228 -0.569 -0.116 -0.432 -0.200 -0.479
C -0.507 -1.062 -1.628 -0.015 0.136 0.089 0.082
C 0.397 0.987 -0.420 0.306 0.332 -0.122 -0.055
C 0.920 -0.115 0.933 -0.266 0.033 0.096 -0.199
H 2.019 0.772 2.184 -0.177 0.049 0.037 0.089
H -0.181 -0.739 -2.612 -0.059 0.009 0.155 0.068
H -1.208 0.067 1.462 0.120 -0.066 -0.046 0.120
H 0.087 1.822 0.214 0.018 -0.125 -0.063 0.112
H 0.991 1.261 -1.291 -0.070 -0.095 0.169 0.107
H -0.911 0.965 -0.855 -0.023 -0.071 0.023 0.198
H -0.770 -1.638 1.116 0.054 0.159 -0.060 0.111
H -0.807 -2.098 -1.506 0.012 0.165 -0.007 0.068
```
Forces are in eV/Å.

Properties
- HOMO level (alpha / beta) (eV) = -7.13 / -7.13
- charge = 0
- relative energy (zero: lowest compared OMol25 entry of this formula, charge and spin) (kcal per mole) = 159.3
- frontier orbital gap (alpha / beta) (eV) = 7.6 / 7.6


A structure of composition C8H23ClI2NO2P2Sm in a non-equilibrium geometry, computed with wB97M-V/def2-TZVPD.

Geometry as XYZ:
```
40
Properties=species:S:1:pos:R:3:forces:R:3:lowdin_spin:R:1
Sm 0.203 0.563 -0.586 0.184 0.468 0.849 5.078
I 0.149 -0.716 -5.735 0.002 0.684 0.028 0.000
I 0.149 1.973 -6.111 -0.002 -0.665 0.152 0.000
Cl 0.181 1.946 1.515 -0.045 -0.432 -0.502 -0.029
P 2.979 1.160 -0.229 1.425 0.250 0.402 -0.016
P -2.664 1.158 -0.260 -1.547 0.260 0.208 -0.009
O 0.536 -1.523 0.004 -0.438 -0.713 0.592 -0.013
O -0.004 -1.811 2.182 0.388 -0.501 -1.509 0.000
N -1.085 -4.029 1.910 -0.389 -0.315 0.344 0.000
C 4.050 0.937 -1.675 -0.099 0.010 -0.444 -0.003
C -3.384 -0.119 0.839 0.330 -0.177 0.102 0.000
C 0.175 -2.247 1.039 -0.161 2.085 0.688 0.000
C 3.662 -0.132 0.869 -0.340 -0.150 0.048 -0.001
C -0.142 -3.699 0.796 -0.077 -0.214 0.173 0.000
C -3.756 0.944 -1.701 0.105 -0.039 -0.364 -0.001
C 3.704 2.643 0.570 -0.611 0.160 -0.186 -0.002
C -3.424 2.637 0.526 0.657 0.191 -0.096 -0.002
H 3.132 -0.117 1.828 0.144 -0.136 -0.152 0.000
H -2.031 -3.662 1.738 0.343 0.013 -0.030 0.000
H -2.957 2.811 1.502 -0.076 0.050 -0.196 0.000
H -3.539 -0.030 -2.165 -0.174 0.297 -0.042 0.000
H -0.621 -3.900 -0.158 0.126 0.034 -0.016 0.000
H 3.561 -1.111 0.384 0.056 0.143 0.260 0.000
H -3.559 1.745 -2.428 -0.169 -0.304 0.113 0.000
H 4.776 2.480 0.726 -0.211 -0.008 -0.088 -0.001
H 3.549 3.514 -0.077 0.086 -0.095 0.245 0.000
H -4.498 2.471 0.660 0.224 -0.064 -0.109 0.000
H 3.849 1.741 -2.400 0.211 -0.307 0.111 0.000
H -1.200 -5.031 2.058 0.198 -0.136 0.154 0.000
H -4.811 0.974 -1.391 0.325 0.008 -0.138 0.000
H 3.820 -0.035 -2.137 0.196 0.310 0.001 0.000
H 3.209 2.813 1.533 0.120 0.034 -0.208 0.000
H -0.738 -3.532 2.762 -0.098 -0.235 -0.403 0.000
H -3.268 3.515 -0.112 -0.041 -0.114 0.217 0.000
H 4.721 0.099 1.032 -0.213 -0.144 -0.016 0.000
H 5.106 0.959 -1.371 -0.295 0.000 -0.160 -0.001
H -2.858 -0.114 1.801 -0.136 -0.101 -0.100 0.000
H -3.295 -1.099 0.357 -0.059 0.047 0.175 0.000
H 0.772 -4.289 0.909 -0.210 -0.074 -0.070 0.000
H -4.445 0.111 0.999 0.272 -0.117 -0.035 0.000
```
Forces are in eV/Å.

Properties
- HOMO level (alpha / beta) (eV) = -13.94 / -13.94
- charge = +2
- <S²> = 8.767
- relative energy (zero: lowest compared OMol25 entry of this formula, charge and spin) (kcal per mole) = 0.0
- multiplicity = 6
- frontier orbital gap (alpha / beta) (eV) = 6.4 / 7.6


Looking at electronic energy for the records above, in order, we have -1097.78327, -759.66229, -2995.51640, -270.30401, -2919.68429 Eh.